(1)
A 2-piece molecular cluster, BrH2NOS2 overall at a distorted geometry. Source: the Open Molecules 2025 dataset; level of theory: ωB97M-V/def2-TZVPD.

```
7
Properties=species:S:1:pos:R:3:forces:R:3
N -0.4489 -0.7692 -0.8152 -0.704 -0.977 -1.473
O -0.8481 1.5650 -0.4049 -0.325 1.261 -1.461
S -2.5715 0.1880 1.1811 -0.666 -0.846 -1.141
S -1.4575 0.2721 -0.4162 2.493 -0.684 3.109
Br 2.0468 -0.1368 0.8166 3.773 1.629 0.276
H -0.3610 -1.6878 -1.3024 -0.920 1.234 0.913
H 3.6403 0.5687 0.9409 -3.651 -1.616 -0.223
```
Forces are in eV/Å.

Properties
HOMO-LUMO gap	7.02	eV
SMILES	N=S(=O)=S.Br
charge	0
E_HOMO	-9.645	eV
E_LUMO	-2.62	eV

(2)
A 2-piece molecular cluster, BrH2O2P overall at a distorted geometry. Source: the Open Molecules 2025 dataset; level of theory: ωB97M-V/def2-TZVPD.

```
6
Properties=species:S:1:pos:R:3:forces:R:3
O -2.7435 1.9285 0.7188 -0.792 0.533 0.534
O -1.0823 0.2754 -0.0861 0.379 0.572 -0.862
P -1.7561 1.7411 -0.3302 0.719 -1.105 -0.011
Br 3.1168 0.7104 0.0418 0.240 0.163 0.116
H 2.0140 0.0053 -0.4734 -0.291 -0.157 -0.113
H -1.4259 -0.2352 0.6524 -0.255 -0.006 0.336
```
Forces are in eV/Å.

Properties
HOMO-LUMO gap	10.82	eV
SMILES	O=PO.Br
charge	0
E_HOMO	-11.045	eV
E_LUMO	-0.23	eV

(3)
BrH2PS as an isolated structure at a distorted geometry. Source: the Open Molecules 2025 dataset; level of theory: ωB97M-V/def2-TZVPD.

```
5
Properties=species:S:1:pos:R:3:forces:R:3
P -1.1682 -0.3308 -0.0596 0.724 -1.136 -0.177
S 0.5997 -1.2757 -0.0435 0.644 0.669 0.193
Br 2.7473 0.8233 -0.0602 -0.963 -0.889 0.049
H -1.3626 0.2124 1.2361 0.152 0.585 -0.481
H -0.8163 0.5709 -1.0728 -0.557 0.772 0.416
```
Forces are in eV/Å.

Properties
HOMO-LUMO gap (spin up / spin down)	6.60 / 7.26	eV
charge	0
E_HOMO (spin up / spin down)	-9.530 / -9.919	eV
E_LUMO (spin up / spin down)	-2.93 / -2.66	eV

(4)
A 19-piece molecular cluster, BrH36O18 overall at a distorted geometry. Source: the Open Molecules 2025 dataset; level of theory: ωB97M-V/def2-TZVPD.

```
55
Properties=species:S:1:pos:R:3:forces:R:3
Br -0.6151 -0.4617 0.5683 0.226 -0.103 0.105
O 3.3437 0.3973 2.1052 0.307 0.525 0.428
H 3.2200 -0.2984 1.4596 -0.130 -0.745 -0.655
H 3.6686 1.1409 1.5976 0.167 0.227 -0.050
O -3.4393 2.7331 -1.6258 -0.383 0.180 -0.250
H -3.4034 2.4073 -0.7265 0.144 -0.023 0.577
H -4.1994 3.3147 -1.6402 -0.288 0.091 -0.098
O -1.9389 2.3237 2.2190 -0.773 0.158 0.046
H -1.0148 2.4827 2.4113 0.472 0.308 0.002
H -1.9292 1.6869 1.5044 0.225 -0.387 -0.142
O -0.7361 0.0181 4.4225 -0.908 -0.493 0.433
H 0.1619 0.3342 4.3231 0.412 0.050 -0.102
H -1.0786 -0.0167 3.5293 -0.156 0.220 -0.406
O 1.6416 -1.5907 -4.4798 0.308 0.315 -0.598
H 1.0424 -1.9219 -3.8109 -0.196 -0.146 0.523
H 2.4322 -2.1205 -4.3774 0.105 -0.176 0.041
O 1.5170 -4.7074 -2.3520 0.671 -0.514 0.007
H 0.7677 -5.2827 -2.5062 -0.181 -0.028 -0.010
H 1.1286 -3.8710 -2.0955 -0.431 0.410 -0.124
O -1.0634 4.0031 -1.3045 0.196 0.397 0.206
H -0.9094 4.9444 -1.3854 -0.086 0.406 0.242
H -1.8500 3.8429 -1.8259 -0.374 -0.382 -0.118
O 0.0086 -2.3463 -2.2175 0.321 -0.433 -0.311
H -0.6683 -1.8252 -2.6494 -0.588 0.119 -0.163
H 0.1305 -1.9241 -1.3672 -0.135 0.492 0.533
O -3.6560 -2.5038 -0.6283 -0.465 -0.277 -0.004
H -3.5711 -1.8838 -1.3526 0.232 0.146 -0.228
H -3.0217 -2.2017 0.0218 0.375 0.187 0.198
O 2.4291 1.0001 -1.5208 -0.118 0.328 -0.024
H 3.1087 0.3570 -1.7227 0.059 -0.300 -0.139
H 2.5936 1.2452 -0.6102 -0.056 -0.111 0.278
O 0.7509 3.4759 2.8764 -0.334 0.628 -0.231
H 1.4607 3.6080 2.2480 0.040 0.079 -0.237
H 1.0113 2.7001 3.3730 0.230 -0.638 0.466
O -1.7626 0.7087 -2.3140 -0.186 -0.148 -0.657
H -1.2591 0.6761 -1.5005 0.493 -0.336 0.510
H -2.4463 1.3576 -2.1472 -0.152 0.237 -0.224
O 2.8576 -1.4932 0.0614 0.655 0.146 0.236
H 1.9306 -1.3834 0.2730 -1.023 0.312 -0.183
H 3.0706 -2.3752 0.3661 0.179 -0.397 -0.127
O -1.1029 -3.0360 4.5873 -0.318 -0.491 0.337
H -1.3020 -2.1445 4.3014 0.201 0.522 0.120
H -0.7360 -3.4605 3.8117 0.296 -0.033 -0.261
O -2.6260 -1.3091 -4.0132 -0.132 -0.548 -0.317
H -2.5021 -0.4791 -3.5529 0.447 0.604 0.491
H -3.5744 -1.3863 -4.1178 -0.180 -0.176 -0.094
O 0.6863 -3.1370 2.1032 0.263 -0.737 0.234
H 1.6013 -2.9040 1.9462 0.107 0.011 0.212
H 0.1850 -2.4739 1.6285 -0.475 0.620 -0.317
O 1.4671 3.7138 -2.1800 0.825 0.557 -0.225
H 0.5904 4.0645 -2.0235 -0.238 -0.421 0.017
H 1.5183 2.9378 -1.6220 -0.042 -0.376 -0.192
O 1.6430 1.0892 3.9913 -0.216 0.655 0.838
H 2.1612 0.8092 3.2368 0.528 -0.504 -0.879
H 2.2779 1.1655 4.7036 0.083 -0.009 0.289
```
Forces are in eV/Å.

Properties
HOMO-LUMO gap	8.74	eV
charge	-1
E_HOMO	-6.807	eV
E_LUMO	1.94	eV

(5)
A 2-piece molecular cluster, BrH3NP overall at a distorted geometry. Source: the Open Molecules 2025 dataset; level of theory: ωB97M-V/def2-TZVPD.

```
6
Properties=species:S:1:pos:R:3:forces:R:3
N -0.1135 -0.7678 0.6180 4.080 0.697 -0.334
P 1.5293 1.0341 0.2947 -3.731 -2.429 -0.765
Br 3.2631 -0.1579 -0.0229 1.063 -0.654 -0.042
H -0.7241 -0.5260 -0.1129 -1.045 0.531 -1.406
H -0.4350 -0.2734 1.3890 -1.147 0.848 2.141
H 0.8795 0.6396 -0.9553 0.780 1.006 0.406
```
Forces are in eV/Å.

Properties
HOMO-LUMO gap	8.43	eV
charge	0
E_HOMO	-9.320	eV
E_LUMO	-0.89	eV

(6)
A 2-piece molecular cluster, BrH3P2 overall at a distorted geometry. Source: the Open Molecules 2025 dataset; level of theory: ωB97M-V/def2-TZVPD.

```
6
Properties=species:S:1:pos:R:3:forces:R:3
P 0.7663 -0.5388 -0.3113 0.327 -1.095 0.636
P 0.6517 0.8477 -1.7059 -0.066 0.400 -0.981
Br -1.1900 0.4449 2.3009 -0.708 -1.267 -0.470
H -1.7777 -0.7894 1.7082 0.618 1.307 0.628
H 1.8463 -0.0436 0.5017 -0.417 0.276 -0.291
H -0.2966 0.0792 -2.4935 0.247 0.379 0.477
```
Forces are in eV/Å.

Properties
HOMO-LUMO gap	8.58	eV
charge	0
E_HOMO	-9.253	eV
E_LUMO	-0.67	eV

(7)
BrH3P2 in the gas phase at a distorted geometry. Source: the Open Molecules 2025 dataset; level of theory: ωB97M-V/def2-TZVPD.

```
6
Properties=species:S:1:pos:R:3:forces:R:3
P -0.2082 0.1271 -1.0907 2.232 -0.741 -0.860
P 0.2432 -0.3224 0.9416 0.729 0.264 -0.186
Br 0.5461 2.1187 1.7441 0.332 0.840 0.486
H 1.2057 -0.1985 -1.6624 -2.062 0.386 0.648
H -0.7154 -1.1837 -1.1215 -0.075 -0.199 -0.856
H -1.0714 -0.5412 1.1888 -1.155 -0.550 0.768
```
Forces are in eV/Å.

Properties
HOMO-LUMO gap (spin up / spin down)	7.63 / 6.13	eV
charge	0
E_HOMO (spin up / spin down)	-6.946 / -9.733	eV
multiplicity	3
E_LUMO (spin up / spin down)	0.68 / -3.61	eV
expectation value of S²	2.008

(8)
A 22-piece molecular cluster, BrH42O21 overall at a distorted geometry. Source: the Open Molecules 2025 dataset; level of theory: ωB97M-V/def2-TZVPD.

```
64
Properties=species:S:1:pos:R:3:forces:R:3
Br -0.1832 0.2456 -0.1834 0.269 0.234 -0.153
O -3.4929 -2.2479 2.0140 -0.324 -0.245 0.898
H -2.6198 -2.4195 1.6610 0.227 -0.200 -0.423
H -3.9101 -1.6868 1.3602 -0.089 0.350 -0.267
O 1.9153 3.6939 2.8143 0.235 0.670 -0.108
H 2.0319 2.8603 3.2701 0.019 -0.937 0.239
H 1.6535 4.3080 3.5004 -0.161 0.245 0.001
O 4.0678 0.8781 -1.9623 0.753 -0.603 0.326
H 3.8355 0.6272 -2.8564 -0.128 -0.100 -0.129
H 3.4608 1.5860 -1.7463 -0.672 0.458 -0.166
O 2.8880 -3.3524 -0.2240 0.112 -0.062 -0.207
H 3.4908 -4.0016 0.1386 0.080 -0.285 0.034
H 2.9825 -2.5911 0.3484 -0.096 0.559 0.171
O 0.8011 -2.9182 -4.9031 -0.054 -0.488 -0.819
H 1.4470 -2.5529 -5.5077 0.073 0.051 -0.164
H 1.1094 -2.6563 -4.0355 -0.139 0.376 0.632
O 3.2434 -0.2620 1.3444 -0.072 -0.257 0.187
H 4.1674 -0.0201 1.2827 0.308 0.133 -0.065
H 2.8211 0.2199 0.6333 -0.508 0.122 -0.530
O -2.5204 1.0849 2.1319 -0.183 0.258 0.158
H -2.8645 1.9766 2.0788 -0.179 0.328 -0.035
H -1.8205 1.0586 1.4794 0.611 -0.286 -0.515
O -3.9216 -0.3314 -0.1738 -0.447 0.134 0.360
H -3.0632 0.0415 0.0269 0.225 0.091 0.095
H -3.7335 -1.0664 -0.7575 0.024 -0.227 -0.671
O -1.0888 -0.1249 -3.9312 -0.086 0.021 -0.191
H -0.8773 0.6411 -4.4647 0.037 0.152 -0.128
H -0.4622 -0.0943 -3.2082 0.241 -0.025 0.397
O -3.4997 -1.2563 -2.9919 -0.472 -0.570 0.267
H -4.0200 -0.6977 -3.5694 -0.084 0.230 0.015
H -2.6110 -0.9065 -3.0564 0.355 0.189 -0.269
O 0.3709 -4.4893 -0.7031 -0.033 -0.376 0.050
H 1.2258 -4.0588 -0.7103 0.454 -0.017 0.424
H 0.4592 -5.2088 -1.3282 -0.264 -0.139 -0.204
O 1.8927 1.0786 3.7194 -0.098 0.490 0.306
H 2.2285 0.4370 3.0934 0.176 -0.257 -0.518
H 2.1817 0.7553 4.5727 0.102 -0.183 0.281
O -1.7653 3.3344 -1.1236 -0.561 0.284 -0.327
H -1.0450 3.8490 -0.7595 0.347 0.120 0.198
H -1.4974 2.4241 -0.9980 0.205 -0.578 0.119
O 2.4449 3.1231 -1.9349 0.558 -0.278 -0.804
H 1.7933 3.2671 -1.2487 -0.542 0.198 0.828
H 3.2442 3.5252 -1.5951 0.141 0.375 0.059
O -4.2987 0.0976 4.0109 -0.465 0.046 0.649
H -4.9882 0.7420 3.8510 -0.175 0.078 -0.048
H -3.6485 0.2678 3.3295 0.270 -0.318 -0.360
O -1.0151 0.6533 4.4281 0.280 -0.022 0.802
H -1.4749 0.8351 3.6085 -0.411 -0.009 -0.375
H -0.1276 0.9812 4.2832 0.275 -0.025 -0.181
O -3.5077 2.6450 -3.4685 -0.410 -0.038 -0.414
H -2.9563 2.9715 -2.7575 0.313 0.213 0.543
H -2.8886 2.3366 -4.1301 0.096 -0.112 -0.083
O -1.6225 -2.7469 0.0130 -0.473 -0.002 0.230
H -1.3225 -1.8513 -0.1422 0.155 0.417 -0.080
H -0.8240 -3.2743 -0.0065 0.156 -0.429 -0.260
O 3.6456 -1.7191 3.6066 0.039 -0.241 0.610
H 3.1039 -1.5463 2.8365 -0.166 0.065 -0.316
H 4.5450 -1.6768 3.2818 0.190 0.000 -0.026
O 0.8798 3.3453 0.3424 -0.189 0.503 -0.939
H 1.2417 3.4123 1.2260 0.286 0.389 0.809
H 0.6422 2.4227 0.2497 -0.378 -0.834 -0.073
O 1.2629 -2.0118 -2.4090 0.365 -0.101 -0.280
H 1.5941 -2.6738 -1.8022 0.167 0.003 0.054
H 0.9989 -1.2826 -1.8479 -0.287 0.465 0.387
```
Forces are in eV/Å.

Properties
HOMO-LUMO gap	8.36	eV
charge	-1
E_HOMO	-6.797	eV
E_LUMO	1.57	eV

(9)
A 4-piece molecular cluster, BrH6O3 overall. Source: the Open Molecules 2025 dataset; level of theory: ωB97M-V/def2-TZVPD.

```
10
Properties=species:S:1:pos:R:3:forces:R:3
Br -0.0952 -0.1604 -0.1554 -0.023 0.026 -0.022
O 3.0035 -1.1685 -1.1025 0.081 0.114 -0.071
H 2.1156 -0.8004 -0.9277 -0.084 -0.159 0.050
H 3.5840 -0.6020 -0.5874 -0.028 -0.003 0.031
O -3.0364 0.2230 -1.7859 -0.013 -0.061 -0.017
H -2.9366 -0.3922 -2.5171 0.032 -0.005 0.010
H -2.2115 0.1000 -1.2741 -0.012 0.101 0.027
O 0.0789 0.7855 3.0852 -0.105 -0.019 -0.038
H -0.0353 0.4389 2.1756 0.150 0.005 0.064
H -0.4670 1.5762 3.0893 0.002 0.001 -0.034
```
Forces are in eV/Å.

Properties
HOMO-LUMO gap	8.79	eV
charge	-1
E_HOMO	-4.838	eV
E_LUMO	3.96	eV

(10)
A 2-piece molecular cluster, BrIO2S2 overall at a distorted geometry. Source: the Open Molecules 2025 dataset; level of theory: ωB97M-V/def2-TZVPD.

```
6
Properties=species:S:1:pos:R:3:forces:R:3
O -0.4408 2.3721 -1.5467 -0.035 -0.584 -0.371
O 0.3129 -0.3759 1.1004 0.153 0.228 0.016
S -0.3069 3.5545 -0.6868 0.050 0.522 0.399
S 0.1761 -0.9817 -0.2035 -0.877 0.746 -0.028
Br -2.1041 -1.1242 -0.5769 0.582 -0.059 -0.004
I 0.6965 -3.2811 0.0908 0.126 -0.852 -0.011
```
Forces are in eV/Å.

Properties
HOMO-LUMO gap (spin up / spin down)	7.79 / 7.77	eV
charge	0
E_HOMO (spin up / spin down)	-9.396 / -9.392	eV
E_LUMO (spin up / spin down)	-1.60 / -1.63	eV

(11)
BrMg as an isolated structure at a distorted geometry. Source: the Open Molecules 2025 dataset; level of theory: ωB97M-V/def2-TZVPD.

```
2
Properties=species:S:1:pos:R:3:forces:R:3
Mg -0.0311 0.2890 1.1218 -0.050 0.466 1.811
Br 0.0311 -0.2890 -1.1218 0.050 -0.466 -1.811
```
Forces are in eV/Å.

Properties
HOMO-LUMO gap (spin up / spin down)	10.20 / 7.45	eV
charge	+2
E_HOMO (spin up / spin down)	-23.760 / -23.321	eV
multiplicity	2
E_LUMO (spin up / spin down)	-13.56 / -15.87	eV
expectation value of S²	0.752

(12)
BrO3S as an isolated structure at a distorted geometry. Source: the Open Molecules 2025 dataset; level of theory: ωB97M-V/def2-TZVPD.

```
5
Properties=species:S:1:pos:R:3:forces:R:3
O 0.4959 1.1075 -0.9378 -0.312 0.331 -0.498
O 1.3032 0.8154 1.3146 -1.001 -0.638 -0.394
O -1.2371 -0.4767 0.4436 0.656 0.343 0.052
S 0.7137 0.1585 0.1298 1.195 0.314 0.919
Br -1.2757 -1.6047 -0.9502 -0.538 -0.350 -0.080
```
Forces are in eV/Å.

Properties
HOMO-LUMO gap	8.23	eV
charge	-1
E_HOMO	-4.674	eV
E_LUMO	3.55	eV

These records have molecular weight values of 176.1; 144.9; 145.0; 404.2; 127.9; 144.9; 144.9; 458.2; 133.9; 302.9; 104.2; 160.0 g mol⁻¹, in the order they appear.
These records have energy values of -3501.428066; -3067.088204; -3314.676097; -3950.082228; -2971.840051; -3258.458460; -3258.379855; -4179.421485; -2803.448989; -3818.479812; -2773.274333; -3197.933767 Eh, in the order they appear.